Here is a molecular structure, C3H8N5 at a distorted geometry from OMol25. Energies are from ωB97M-V/def2-TZVPD.

Positions of all 16 atoms, in Å:
C (-1.940, 0.357, -0.073)
C (1.485, -0.084, -1.355)
C (1.058, -0.605, 1.223)
N (-1.784, -1.004, -0.398)
N (-0.648, -1.379, -0.336)
N (-3.041, 0.922, -0.034)
N (-0.609, 0.792, 0.169)
N (0.230, -0.285, 0.064)
H (0.918, 0.417, -2.129)
H (2.271, 0.494, -0.901)
H (1.724, -1.114, -1.584)
H (1.650, -1.492, 1.003)
H (1.717, 0.232, 1.458)
H (0.419, -0.809, 2.086)
H (-3.124, 1.901, 0.206)
H (-0.326, 1.656, 0.599)

Output
Kohn-Sham gap = 9.40 eV
strongest force on any atom = 0.0852 hartree/bohr
LUMO energy = -0.1911 Eh
total charge = +1
E_HOMO = -14.60 eV
energy relative to the best compared isomer or geometry (same formula, charge and spin) = 4.3955 eV